Here is C34H39CoN2O4 as an isolated structure from OMol25. Energies are from ωB97M-V with the def2-TZVPD basis set.

Summary:
Charge: -1
Electronic energy, Ha: -3112.17743
Frontier orbital gap (spin up / spin down), eV: 5.19 / 6.69
2S+1: 4
LUMO level (spin up / spin down), eV: 2.3 / 2.3

Atoms and positions in Å:
O: -0.19942 -0.73539 -6.16212
C: -0.13145 0.60701 -6.74609
C: -0.19635 0.10977 -8.18905
H: 0.81119 1.07130 -6.44247
H: -0.98771 1.22465 -6.45998
C: -0.17408 -1.29312 -7.52369
H: 0.67514 0.33951 -8.79951
H: -1.14585 0.28899 -8.69869
C: 1.10788 -2.03916 -7.84750
H: 1.97781 -1.39058 -7.69784
H: 1.09011 -2.33849 -8.90546
H: 1.19261 -2.94268 -7.23132
C: -1.40395 -2.13023 -7.81834
H: -2.31533 -1.56395 -7.60155
H: -1.38187 -3.05014 -7.22137
H: -1.41677 -2.40378 -8.88176
Co: -0.79961 -1.12083 0.77389
C: -2.67403 -1.49204 1.65562
C: -2.70846 -0.09897 1.94977
C: -2.49724 0.61700 0.74743
H: -2.93476 0.32405 2.92625
C: -2.38628 -0.31796 -0.32906
C: -2.54829 -1.64964 0.22035
H: -2.71317 -2.55510 -0.35100
H: -2.86815 -2.30266 2.36022
H: -2.48873 1.70132 0.63906
H: -2.41046 -0.08376 -1.38595
C: 0.79878 -2.74533 1.78134
C: -0.32405 -3.02994 0.94228
C: -0.03357 -2.48050 -0.37948
H: -1.10309 -3.74772 1.17966
C: 1.23566 -1.80583 -0.27513
C: 1.74144 -2.01407 1.02593
H: 2.72796 -1.71718 1.37322
H: 0.91410 -3.11147 2.79719
H: -0.52816 -2.75605 -1.29874
H: 1.75165 -1.31802 -1.09697
O: 1.33857 -0.27154 -3.66546
C: -0.03599 -0.72883 -3.59710
C: -0.97648 0.48004 -3.62408
H: -0.18339 -1.26441 -2.64229
H: -0.20617 -1.42405 -4.42051
C: -0.05562 1.69666 -3.42585
H: -1.69011 0.42351 -2.79953
H: -1.52672 0.52790 -4.56118
C: 1.30477 1.06759 -3.09382
H: -0.42756 2.29765 -2.59604
H: -0.00022 2.32672 -4.32863
H: 1.38224 0.99870 -1.98288
H: 2.14382 1.65698 -3.47896
O: 0.81098 1.62468 0.66983
C: 0.62357 1.19997 1.80413
N: 0.96911 1.84609 2.98102
C: 0.64181 1.09304 4.15965
C: 0.06943 -0.17190 3.52962
O: -0.30114 -1.15559 4.17158
N: 0.01603 -0.01668 2.16003
C: 1.88961 0.83944 5.00412
C: 2.68252 -0.29177 4.79614
C: 3.84162 -0.47392 5.56423
C: 4.20969 0.47272 6.52531
C: 3.42293 1.61525 6.71303
C: 2.27046 1.80136 5.94675
C: -0.48201 1.73603 4.96902
C: -0.78202 1.23034 6.23996
C: -1.80935 1.80433 6.99522
C: -2.56693 2.85225 6.45465
C: -2.29022 3.32731 5.16622
C: -1.24429 2.76676 4.42092
H: 1.49962 2.70499 2.96014
H: 2.39467 -1.04784 4.06088
H: 4.45050 -1.36609 5.40569
H: 5.10918 0.32948 7.12873
H: 3.68849 2.37294 7.45276
H: 1.64096 2.68502 6.08752
H: -0.20299 0.38682 6.62311
H: -2.00504 1.42143 7.99856
H: -3.36862 3.29762 7.04683
H: -2.87564 4.14044 4.73382
H: -1.02348 3.13947 3.41769



Here is a 2-piece molecular cluster, C5H11NO overall from OMol25. Energies are from ωB97M-V with the def2-TZVPD basis set.

Summary:
Electronic energy, Ha: -327.07715
Energy relative to the best compared isomer or geometry (same formula, charge and spin), kcal per mole: 34.01
Frontier orbital gap, eV: 11.06
LUMO level, eV: 0.8

Atoms and positions in Å:
C: -1.74424 -2.40838 -1.05281
N: -0.95566 -1.26048 -0.66971
C: -0.91155 -0.89672 0.49080
O: -0.86245 -0.53949 1.60276
C: 0.78509 1.05082 -0.27962
C: 0.07084 2.12718 0.53674
C: 1.90973 0.35670 0.49327
H: -1.11055 -3.10187 -1.60586
H: -2.56624 -2.07576 -1.68864
H: -2.13941 -2.89689 -0.16109
H: 0.10199 0.34227 -0.73678
H: 1.19333 1.49100 -1.18907
H: -0.24117 1.76651 1.52439
H: -0.82615 2.49401 0.02407
H: 0.74474 2.97457 0.69306
H: 2.75600 1.04235 0.59936
H: 1.60622 0.05527 1.50431
H: 2.26558 -0.54131 -0.02580



Here is C31H20Cl2INOPPd as an isolated structure from OMol25. Energies are from ωB97M-V with the def2-TZVPD basis set.

Summary:
Charge: -1
Electronic energy, Ha: -3010.78267
Energy relative to the best compared isomer or geometry (same formula, charge and spin), kcal per mole: 0.00
Frontier orbital gap, eV: 6.65
LUMO level, eV: 2.5

Atoms and positions in Å:
Pd: 0.15893 1.16173 0.06313
I: 0.23373 2.42803 -2.43627
C: -1.81557 1.16143 0.09223
C: -2.45777 2.36063 0.26363
C: -3.84507 2.40033 0.47053
C: -4.59147 1.25253 0.47473
C: -3.97447 0.00133 0.27453
C: -4.66497 -1.22777 0.28533
C: -4.00407 -2.41467 0.10433
C: -2.61367 -2.44857 -0.07647
C: -1.91007 -1.26967 -0.10157
P: -0.09347 -1.12077 -0.26427
C: 0.33593 -2.13677 1.19273
C: 0.44873 -1.40447 2.37173
C: 0.60183 -2.04847 3.58433
C: 0.65023 -3.43277 3.62433
C: 0.54113 -4.16667 2.45353
C: 0.37823 -3.52587 1.23733
C: 0.28813 -2.17537 -1.69217
C: -0.56687 -2.19447 -2.79157
C: -0.23817 -2.93307 -3.91207
C: 0.95523 -3.63787 -3.95877
C: 1.84513 -3.56077 -2.89807
C: 1.51673 -2.82667 -1.77517
C: -2.56747 -0.03327 0.08383
H: -1.90627 3.29523 0.24013
H: -4.31877 3.35833 0.63613
H: -5.66397 1.28803 0.61483
H: -5.73417 -1.21627 0.44483
H: -4.55287 -3.34757 0.10833
H: -2.10507 -3.39777 -0.19267
H: 0.40523 -0.31327 2.31603
H: 0.67283 -1.47217 4.49583
H: 0.77043 -3.94307 4.56983
H: 0.56473 -5.24777 2.48913
H: 0.28683 -4.10347 0.32743
H: -1.48307 -1.62087 -2.76137
H: -0.91587 -2.96367 -4.75517
H: 1.20333 -4.23267 -4.82817
H: 2.79483 -4.07757 -2.94617
H: 2.20863 -2.74937 -0.94747
Cl: -0.83667 5.37953 1.91223
C: 0.62773 4.82483 1.16783
C: 1.46993 5.74873 0.57333
C: 2.66883 5.35113 0.02873
Cl: 3.71773 6.56113 -0.64297
C: 3.03343 3.99773 -0.01327
C: 4.22833 3.50333 -0.56737
C: 4.42123 2.15173 -0.65867
C: 3.40713 1.28243 -0.22587
N: 2.29663 1.71403 0.32613
C: 2.11233 3.04303 0.49303
C: 0.89173 3.44013 1.17993
O: 0.15223 2.58593 1.76103
H: 1.18183 6.78693 0.54403
H: 4.96263 4.20843 -0.92437
H: 5.33103 1.75043 -1.08147
H: 3.49653 0.20623 -0.35357



Here is C19H11IrN8Se as an isolated structure from OMol25. Energies are from ωB97M-V with the def2-TZVPD basis set.

Summary:
Charge: +2
Electronic energy, Ha: -3673.65665
Frontier orbital gap (spin up / spin down), eV: 6.70 / 4.58
2S+1: 5
LUMO level (spin up / spin down), eV: -7.3 / -10.4

Atoms and positions in Å:
Ir: -0.53520 0.43737 0.06286
C: 3.12939 -1.99442 -0.29659
C: 2.31250 -0.90601 -0.30014
N: 0.96984 -1.06733 -0.18178
C: 0.45083 -2.29275 -0.49280
C: 1.23936 -3.47815 -0.43894
C: 2.64278 -3.27724 -0.37787
C: 0.60046 -4.70817 -0.58188
C: -0.77890 -4.82946 -0.61145
C: -1.59496 -3.66452 -0.56731
C: -2.98962 -3.62501 -0.41766
C: -3.65706 -2.38552 -0.26706
C: -2.94086 -1.20398 -0.21929
N: -1.60151 -1.22371 -0.40484
C: -0.92993 -2.39089 -0.57616
H: 4.19954 -1.84152 -0.20001
H: 2.66784 0.10374 -0.31425
H: 3.33364 -4.10298 -0.44845
H: 1.19540 -5.64654 -0.55440
H: -1.25725 -5.80551 -0.58627
H: -3.61633 -4.51302 -0.52961
H: -4.73636 -2.41546 -0.14931
H: -3.42006 -0.23530 -0.10130
N: -1.64131 1.15302 5.35645
C: -0.82271 0.87455 4.54178
N: 0.24182 0.36972 3.85755
C: 0.28234 0.87346 2.62288
N: 0.50437 1.29116 1.52838
Se: -2.11040 2.99424 -1.40136
N: -1.68577 4.72407 -1.21917
C: -0.47024 4.84834 -0.71117
C: 0.36612 6.00347 -0.83945
C: 1.72278 5.81066 -0.84211
C: 2.22830 4.55189 -0.51612
N: 1.50860 3.49378 -0.19991
C: 0.19518 3.53027 -0.36887
N: -0.65411 2.48665 -0.40728
H: -0.03522 6.97821 -1.16638
H: 2.32728 6.64544 -1.20500
H: 3.35944 4.43748 -0.47572



Here is C7H9NO as an isolated structure from OMol25. Energies are from ωB97M-V with the def2-TZVPD basis set.

Summary:
Electronic energy, Ha: -401.78065
Energy relative to the best compared isomer or geometry (same formula, charge and spin), kcal per mole: 226.13
Frontier orbital gap, eV: 9.28
LUMO level, eV: 0.9

Atoms and positions in Å:
C: 2.92277 -0.24226 -0.17276
C: 1.63329 0.62688 0.08982
C: 0.37325 0.04766 0.17295
C: -1.43795 -1.71565 0.21071
C: -2.47585 -0.86798 -0.12795
C: -1.74455 0.49137 -0.45157
C: -0.83994 0.80482 0.67659
H: 2.54936 -1.15048 -0.87775
H: 3.18520 -1.01910 1.01696
H: 4.01416 0.50655 -0.47460
H: 1.70100 1.77571 0.14861
H: -1.45614 -2.91476 0.25647
H: -3.56577 -0.91018 -0.33899
H: -1.05674 0.46431 -1.29011
H: -1.27901 2.84356 -0.62729
H: -1.07363 0.62674 1.62160
N: -1.48638 2.03536 0.09922
O: 0.03694 -1.40255 0.06810



Here is one molecule with the formula C18H15BrClN5O from OMol25. Energies are from ωB97M-V with the def2-TZVPD basis set.

Summary:
Electronic energy, Ha: -4078.07943
Energy relative to the best compared isomer or geometry (same formula, charge and spin), kcal per mole: 16.28
Frontier orbital gap, eV: 8.26
LUMO level, eV: -0.2

Atoms and positions in Å:
O: 4.01140 0.45240 -0.74381
Cl: -3.67944 -3.03039 0.09877
Br: 7.24735 -3.35573 -1.73601
N: -3.94227 -0.78304 3.23147
N: 3.41131 -4.18576 -0.43371
N: -3.49713 -0.56266 0.39339
C: 3.18852 -0.47393 -0.87602
C: -3.76403 -1.82577 2.36122
C: -3.84300 0.42717 2.57610
C: 4.69268 -4.26541 -0.79419
C: 2.90106 -2.92255 -0.45577
C: -3.62727 -1.70499 0.96985
C: -3.54675 0.54407 1.24660
C: 0.74285 2.92506 0.85646
C: 4.97601 -1.99339 -1.31048
C: 1.62673 1.98503 0.39791
C: -0.56090 2.79524 0.49964
C: -0.20400 0.90373 -0.86593
C: 5.47999 -3.18821 -1.14147
C: 3.68106 -1.83663 -0.87203
C: 1.18025 0.94124 -0.48454
C: -1.05179 1.84229 -0.34197
N: 1.85886 -0.23440 -0.75407
N: -3.38840 1.77790 0.69260
C: -3.06275 3.01946 -1.35687
C: -2.59317 1.78714 -0.53218
H: -3.93682 -2.84177 2.59508
H: -4.14804 1.35217 3.06871
H: 5.09088 -5.23117 -0.64855
H: 1.88585 -2.77682 0.01476
H: 1.10184 3.70882 1.55424
H: 5.68467 -1.23204 -1.38743
H: 2.59151 1.91657 0.76409
H: -1.25106 3.44608 0.90929
H: -0.63615 0.12563 -1.49838
H: 1.42313 -1.04419 -1.09346
H: -3.53278 2.59520 1.12225
H: -3.17314 2.88931 -2.42498
H: -4.05724 3.26943 -1.14424
H: -2.43379 3.84774 -1.29748
H: -2.84606 0.93718 -1.15883



Here is one molecule with the formula C4H5NO from OMol25. Energies are from ωB97M-V with the def2-TZVPD basis set.

Summary:
Electronic energy, Ha: -285.35408
Energy relative to the best compared isomer or geometry (same formula, charge and spin), kcal per mole: 37.97
Frontier orbital gap, eV: 10.86
LUMO level, eV: 0.9

Atoms and positions in Å:
C: -1.89415 -0.09868 -0.23694
N: -0.45460 -0.15821 -0.36897
C: 0.38023 0.30601 0.59899
O: 0.01173 0.82483 1.63705
C: 1.80219 0.11488 0.27996
C: 2.97212 -0.02824 0.03363
H: -2.33767 -1.05620 -0.52568
H: -2.32390 0.69466 -0.85856
H: -2.12442 0.10937 0.80900
H: -0.04713 -0.56372 -1.19661
H: 4.01559 -0.14470 -0.17189



Here is one molecule with the formula C4H11N3 from OMol25. Energies are from ωB97M-V with the def2-TZVPD basis set.

Summary:
Electronic energy, Ha: -323.19786
Energy relative to the best compared isomer or geometry (same formula, charge and spin), kcal per mole: 68.20
Frontier orbital gap, eV: 9.67
LUMO level, eV: 1.0

Atoms and positions in Å:
C: -1.09866 -1.54911 -0.75554
C: 0.10403 -0.57960 -0.93843
C: -0.07293 0.92810 -0.34932
N: 2.35563 0.92591 1.08418
C: 1.30003 0.87037 1.76596
N: 0.01708 0.88102 1.18510
N: -2.19374 -1.11049 -1.69956
H: -1.52364 -1.52217 0.32856
H: -0.63193 -2.49894 -0.90126
H: 1.08065 -1.07237 -0.35422
H: 0.37474 -0.80653 -1.93833
H: -1.10906 1.30948 -0.65548
H: 0.74905 1.59171 -0.83755
H: 3.00140 1.57393 1.52018
H: 1.22820 0.97191 2.81848
H: -0.86567 0.67361 1.72508
H: -3.06825 -1.54960 -1.39038
H: -1.88307 -1.56467 -2.63910



The lowest electronic energy belongs to which entry? C18H15BrClN5O